Record 1
{
  "formula": "C33H50N3OP2Pb",
  "method": "ωB97M-V/def2-TZVPD",
  "symbols": ["C", "C", "C", "C", "C", "H", "H", "H", "N", "P", "P", "C", "H", "H", "C", "O", "C", "H", "C", "C", "C", "C", "C", "H", "H", "H", "C", "H", "H", "H", "C", "H", "H", "H", "C", "H", "H", "H", "C", "H", "H", "H", "C", "H", "H", "H", "C", "H", "H", "H", "C", "H", "H", "H", "C", "H", "H", "H", "C", "H", "H", "H", "C", "H", "H", "H", "C", "H", "H", "H", "Pb", "N", "C", "C", "C", "C", "C", "H", "C", "H", "C", "H", "H", "H", "C", "C", "N", "H", "H", "H"],
  "xyz": [[-1.7797, -1.3248, -1.6145], [0.5347, -1.6334, -1.4545], [-1.8747, -2.3270, -2.5874], [0.4766, -2.7952, -2.2511], [-0.7399, -3.1135, -2.8577], [-2.8600, -2.4873, -3.0652], [1.4005, -3.2710, -2.5747], [-0.7993, -3.9696, -3.5498], [-0.6349, -1.0724, -0.9664], [-2.9340, 0.0889, 0.4538], [2.8900, -0.4048, -0.0505], [-2.9503, -0.4026, -1.3329], [-2.8320, 0.5151, -1.9305], [-3.9095, -0.8379, -1.6454], [0.1455, 2.8105, 2.6082], [0.7439, 3.5959, 3.1745], [1.8430, -0.9842, -1.4583], [2.5078, -1.4256, -2.3151], [4.3544, 0.2987, -1.0919], [3.4416, -1.4941, 1.5571], [-3.7651, 1.7782, 0.4194], [-3.8922, -1.3181, 1.2673], [4.3552, 1.8031, -0.7418], [4.4836, 1.9720, 0.3458], [5.1944, 2.3004, -1.2707], [3.4182, 2.2851, -1.0448], [5.6686, -0.3969, -0.7538], [5.9445, -0.3157, 0.3073], [5.6162, -1.4522, -1.0472], [6.4773, 0.0663, -1.3478], [4.1890, 0.1371, -2.6234], [4.9889, 0.7063, -3.1348], [4.2810, -0.9054, -2.9551], [3.2366, 0.5310, -2.9801], [4.2118, -0.5500, 2.4906], [3.6110, 0.3120, 2.7776], [4.4914, -1.0812, 3.4134], [5.1444, -0.1496, 2.0623], [2.2055, -2.0431, 2.2825], [1.6136, -1.2512, 2.7761], [1.5539, -2.6088, 1.5898], [2.5490, -2.7426, 3.0713], [4.3112, -2.6780, 1.1184], [5.2724, -2.3724, 0.6662], [4.5522, -3.2799, 2.0122], [3.7808, -3.3126, 0.4021], [-4.4395, -0.8511, 2.6278], [-4.9107, -1.7125, 3.1277], [-3.6398, -0.4787, 3.2863], [-5.2118, -0.0756, 2.5213], [-2.9091, -2.4862, 1.4854], [-2.4585, -2.8224, 0.5413], [-2.1044, -2.2339, 2.1912], [-3.4703, -3.3334, 1.9086], [-5.0384, -1.8009, 0.3590], [-5.6294, -2.5443, 0.9186], [-5.7123, -0.9850, 0.0614], [-4.6520, -2.3003, -0.5407], [-2.9823, 2.7103, -0.5321], [-3.1032, 2.4054, -1.5822], [-3.3971, 3.7308, -0.4377], [-1.9011, 2.7507, -0.3048], [-3.7455, 2.3817, 1.8330], [-2.7258, 2.5267, 2.2178], [-4.2323, 3.3663, 1.8034], [-4.2876, 1.7680, 2.5584], [-5.2043, 1.6038, -0.0819], [-5.2317, 1.1031, -1.0620], [-5.8271, 1.0483, 0.6344], [-5.6453, 2.6058, -0.2065], [-0.3654, 0.3980, 1.4056], [0.9518, 1.3500, -0.3558], [1.2444, 0.7574, -1.4545], [1.0610, 1.2869, -2.8021], [0.8298, 2.6557, -2.7515], [1.0870, 0.7186, -4.0920], [0.6425, 3.4501, -3.8857], [0.8161, 3.1276, -1.7521], [0.9167, 1.5343, -5.2404], [1.2684, -0.3492, -4.2096], [0.6998, 2.8959, -5.1539], [0.4454, 4.5209, -3.7435], [0.9689, 1.0961, -6.2454], [0.5567, 3.5284, -6.0690], [-0.5114, 0.2571, 6.6357], [-0.5694, 0.2192, 5.1973], [-0.6181, 0.1811, 4.0296], [0.3730, -0.3032, 6.9766], [-1.4195, -0.2014, 7.0553], [-0.4352, 1.3007, 6.9771]],
  "lowdin_charge": [-0.33, -0.31, 0.02, 0.00, 0.01, 0.14, 0.13, 0.14, 0.04, 1.00, 1.33, -0.23, 0.10, 0.09, -0.06, 0.14, -0.22, 0.14, -0.62, -0.62, -0.70, -0.68, -0.07, 0.09, 0.12, 0.06, -0.08, 0.07, 0.09, 0.12, -0.07, 0.13, 0.10, 0.05, -0.08, 0.08, 0.12, 0.08, -0.12, 0.02, 0.09, 0.12, -0.06, 0.07, 0.12, 0.09, -0.08, 0.11, 0.08, 0.08, -0.09, 0.08, 0.07, 0.11, -0.07, 0.11, 0.08, 0.08, -0.08, 0.08, 0.11, 0.06, -0.08, 0.05, 0.11, 0.07, -0.07, 0.09, 0.08, 0.11, 1.17, 0.01, -0.34, -0.23, -0.03, 0.00, -0.03, 0.12, -0.03, 0.12, -0.03, 0.13, 0.13, 0.15, -0.02, -0.19, 0.03, 0.11, 0.11, 0.11],
  "e_lumo_ev": [-10.58, -10.69],
  "e_above_lowest_ev": 3.543,
  "orbital_gap_ev": [6.14, 5.79],
  "charge": 3
}

Record 2
{
  "formula": "C33H50N7O3S2Y",
  "method": "ωB97M-V/def2-TZVPD",
  "symbols": ["Y", "C", "N", "C", "C", "O", "C", "O", "C", "C", "O", "N", "C", "C", "H", "H", "H", "H", "H", "H", "H", "H", "H", "H", "H", "H", "H", "H", "H", "H", "C", "N", "C", "C", "C", "C", "C", "C", "C", "N", "C", "C", "C", "C", "C", "C", "N", "C", "C", "H", "H", "H", "H", "H", "H", "H", "H", "H", "H", "H", "H", "H", "H", "H", "H", "H", "H", "H", "H", "C", "S", "C", "H", "H", "H", "H", "H", "H", "N", "C", "S", "N", "C", "C", "C", "C", "C", "C", "H", "H", "H", "H", "H", "H", "H", "H"],
  "xyz": [[0.4892, -0.4154, -0.4135], [2.0682, 2.2997, 4.2046], [2.5081, 1.6738, 2.9563], [3.9191, 1.3086, 2.8562], [1.6718, 1.4357, 1.9635], [1.9862, 0.8265, 0.9182], [0.2317, 1.9237, 2.0936], [-0.4171, 1.8684, 0.8370], [-0.3164, 3.0298, 0.0288], [0.4951, 2.7416, -1.2283], [0.7438, 1.5553, -1.5227], [0.8716, 3.7522, -1.9884], [1.6001, 3.5119, -3.2348], [0.5785, 5.1427, -1.6417], [2.7995, 2.0549, 4.9712], [1.1124, 1.8950, 4.5267], [2.0166, 3.3842, 4.1094], [4.5197, 2.1649, 3.1589], [4.1519, 1.0442, 1.8300], [4.1351, 0.4699, 3.5176], [0.1857, 2.9305, 2.5145], [-0.3127, 1.2535, 2.7677], [0.1029, 3.8661, 0.5926], [-1.3326, 3.3098, -0.2759], [1.7410, 2.4444, -3.3771], [2.5649, 4.0149, -3.1849], [1.0240, 3.9174, -4.0655], [-0.4597, 5.2675, -1.3407], [0.7400, 5.7498, -2.5283], [1.2423, 5.5028, -0.8553], [0.9711, -3.2949, 0.9337], [1.9298, -2.2166, 0.5765], [2.7235, -1.8800, 1.7717], [2.7732, -2.7216, -0.5199], [3.8449, -3.5624, -0.2636], [4.5262, -4.1753, -1.3041], [4.0866, -3.9717, -2.6026], [3.0221, -3.1255, -2.8641], [2.3724, -2.4419, -1.8337], [1.3061, -1.5444, -2.0057], [0.9741, -0.9620, -3.2483], [1.8851, -0.6730, -4.2662], [1.4762, -0.0387, -5.4289], [0.1522, 0.3390, -5.5969], [-0.7530, 0.1018, -4.5728], [-0.3475, -0.5225, -3.4045], [-1.2384, -0.7152, -2.2666], [-1.7608, -2.0971, -2.2880], [-2.3474, 0.2461, -2.2289], [1.5196, -4.1891, 1.2450], [0.3654, -3.5471, 0.0602], [0.3285, -2.9598, 1.7499], [3.1085, -2.7804, 2.2573], [2.0878, -1.3581, 2.4871], [3.5549, -1.2422, 1.4852], [4.1470, -3.7696, 0.7526], [5.3659, -4.8217, -1.0979], [4.5718, -4.4782, -3.4253], [2.6840, -3.0046, -3.8820], [2.9266, -0.9277, -4.1382], [2.2016, 0.1573, -6.2064], [-0.1757, 0.8141, -6.5094], [-1.7814, 0.4122, -4.6936], [-2.4033, -2.2430, -3.1622], [-2.3379, -2.2882, -1.3865], [-0.9263, -2.7946, -2.3383], [-3.1221, 0.0128, -2.9663], [-1.9677, 1.2471, -2.4330], [-2.7984, 0.2365, -1.2366], [-1.5286, -1.5368, 4.9890], [0.1361, -1.2500, 4.3691], [1.0193, -2.5443, 5.2559], [-1.8441, -2.5581, 4.7815], [-2.1992, -0.8527, 4.4736], [-1.5840, -1.3502, 6.0594], [0.8999, -2.4297, 6.3312], [2.0776, -2.4566, 5.0186], [0.6691, -3.5293, 4.9517], [-3.5210, -2.8853, 0.8399], [-3.3497, -1.5558, 0.8799], [-1.8141, -0.9457, 1.3087], [-4.4169, -0.8138, 0.5730], [-4.6522, 0.6006, 0.5317], [-5.7951, 0.9748, -0.1674], [-6.1440, 2.3096, -0.2683], [-5.3567, 3.2807, 0.3341], [-4.2255, 2.8978, 1.0359], [-3.8602, 1.5614, 1.1438], [-2.7542, -3.4661, 1.1338], [-4.4260, -3.3165, 0.7331], [-5.2371, -1.3391, 0.2922], [-6.4176, 0.2227, -0.6361], [-7.0348, 2.5863, -0.8128], [-5.6347, 4.3227, 0.2703], [-3.6246, 3.6460, 1.5357], [-2.9881, 1.2828, 1.7044]],
  "nbo_charge": [2.00, -0.43, -0.37, -0.42, 0.68, -0.74, -0.17, -0.53, -0.16, 0.69, -0.75, -0.36, -0.42, -0.42, 0.24, 0.23, 0.22, 0.23, 0.24, 0.22, 0.22, 0.25, 0.22, 0.24, 0.25, 0.22, 0.22, 0.21, 0.24, 0.22, -0.42, -0.55, -0.41, 0.06, -0.17, -0.24, -0.17, -0.25, 0.15, -0.92, 0.22, -0.26, -0.19, -0.22, -0.23, 0.07, -0.54, -0.41, -0.42, 0.21, 0.22, 0.22, 0.20, 0.21, 0.22, 0.21, 0.23, 0.23, 0.23, 0.23, 0.23, 0.23, 0.22, 0.21, 0.20, 0.24, 0.20, 0.22, 0.21, -0.74, 0.14, -0.74, 0.22, 0.23, 0.23, 0.23, 0.23, 0.22, -0.76, 0.39, -0.34, -0.57, 0.20, -0.25, -0.18, -0.20, -0.19, -0.27, 0.43, 0.41, 0.41, 0.22, 0.24, 0.23, 0.22, 0.24],
  "e_lumo_ev": -4.48,
  "orbital_gap_ev": 7.11,
  "charge": 2
}